Entry 1:
The following is a DFT calculation (wB97M-V/def2-TZVPD) of 2 unconnected molecules or ions with the total composition C3H10N2O2.

Structure (XYZ):
```
17
C3H10N2O2 wB97M-V/def2-TZVPD
N 0.15 1.82 -0.46
C -0.10 0.57 -1.26
C 0.72 -0.52 -0.58
N 0.19 -1.24 0.44
C 0.84 -2.60 0.71
O 1.89 -0.60 -0.97
H 1.19 1.91 -0.31
H -0.27 2.70 -0.83
H -1.21 0.27 -1.32
H 0.22 0.85 -2.25
H -0.59 -0.89 0.94
H 0.26 -3.37 0.11
H 1.79 -2.47 0.23
H 0.99 -2.76 1.77
H -1.39 1.83 0.87
H -2.55 2.68 1.45
O -2.14 1.81 1.47
```

Calculated values
* charge: 0
* 2S+1: 1
* E: -10347.9903 eV
* frontier orbital gap: 0.382 Eh
* HOMO energy: -9.559 eV
* SMILES string: CNC(=O)CN.O

***

Entry 2:
The following is a DFT calculation (wB97M-V/def2-TZVPD) of a single C21H35NO3 molecule.

Structure (XYZ):
```
60
C21H35NO3 wB97M-V/def2-TZVPD
C -1.26 -3.43 -4.68
C -0.15 -4.06 -4.34
C 0.67 -4.81 -5.34
H 0.27 -4.69 -6.34
H 0.68 -5.87 -5.10
H 1.71 -4.47 -5.33
C 0.42 -4.07 -2.93
C 1.47 -2.97 -2.75
C 0.85 -1.59 -2.91
C -0.37 -1.44 -2.05
C -1.03 -2.49 -1.58
C -0.64 -3.92 -1.84
H -0.25 -4.34 -0.90
H -1.53 -4.50 -2.10
H -1.90 -2.34 -0.96
C -0.84 -0.04 -1.74
N -1.03 0.16 -0.32
C -1.69 1.42 -0.03
C -2.03 1.50 1.46
H -2.54 2.44 1.66
H -2.70 0.67 1.70
C -0.77 1.39 2.33
C 0.03 2.68 2.16
O -0.48 3.77 2.25
O 1.31 2.48 1.90
C 2.14 3.63 1.79
C 2.06 4.25 0.40
H 1.05 4.60 0.22
H 2.32 3.51 -0.35
H 2.74 5.09 0.33
H 1.83 4.36 2.55
H 3.15 3.28 2.01
C 0.00 0.14 1.91
C 0.22 0.08 0.40
H 0.70 -0.87 0.14
H 0.91 0.90 0.10
H 0.97 0.10 2.41
H -0.59 -0.74 2.20
C -1.20 1.33 3.81
C -0.04 1.37 4.80
O 0.74 2.55 4.74
C 0.12 3.70 5.27
H -0.34 3.48 6.24
H -0.63 4.10 4.59
H 0.92 4.43 5.40
H 0.67 0.56 4.60
H -0.43 1.24 5.82
H -1.76 0.41 3.98
H -1.87 2.17 4.00
H -2.61 1.48 -0.61
H -1.05 2.29 -0.30
H -0.13 0.70 -2.16
H -1.81 0.13 -2.23
H 0.57 -1.42 -3.95
H 1.58 -0.82 -2.64
H 2.28 -3.10 -3.48
H 1.90 -3.06 -1.75
H 0.91 -5.04 -2.79
H -1.86 -2.89 -3.97
H -1.62 -3.44 -5.69
```

Calculated values
* charge: 0
* 2S+1: 1
* E: -29977.1323 eV
* frontier orbital gap: 0.342 Eh
* HOMO energy: -8.476 eV
* SMILES string: C=C(C)[C@@H]1CC=C(CN2CCC(CCOC)(C(=O)OCC)CC2)CC1

***

Entry 3:
The following is a DFT calculation (wB97M-V/def2-TZVPD) of a molecular structure, C4H7NO.

Structure (XYZ):
```
13
C4H7NO wB97M-V/def2-TZVPD
O -1.37 1.46 0.13
C -0.41 0.46 0.01
C 1.06 0.40 0.47
N 0.73 -1.05 -0.02
C -0.52 -0.88 0.75
C 0.03 -0.36 -1.20
H -1.05 2.28 -0.25
H 1.95 0.37 -0.12
H 1.19 0.63 1.54
H -1.30 -1.60 0.48
H -0.30 -0.88 1.82
H 0.70 0.15 -1.91
H -0.71 -0.98 -1.70
```

Calculated values
* charge: 0
* 2S+1: 1
* E: -7795.3541 eV
* frontier orbital gap: 0.379 Eh
* HOMO energy: -9.550 eV

***

- Look up the HOMO energy of the third one.
  -9.550 eV